7
Properties=species:S:1:pos:R:3 method="wB97M-V/def2-TZVPD" spin_multiplicity=1 gap_ev="7.09 / 7.07" e_tot_ev=-24242.855 homo_energy_ev="-7.857 / -7.844" e_lumo_ev="-0.77 / -0.78" de_lowest_kcal_mol=75.2
C -2.52541 -0.22416 -0.11345
N 0.60742 0.50247 0.09237
S -4.07339 -0.13792 -0.30141
S -0.73579 1.48462 0.24525
H -2.03219 -1.15984 0.12322
H 0.74284 0.22481 -0.83202
H 1.51127 0.77352 0.48138


7
Properties=species:S:1:pos:R:3 method="wB97M-V/def2-TZVPD" spin_multiplicity=1 gap_ev=8.02 e_tot_ev=-24242.995 homo_energy_ev=-8.809 e_lumo_ev=-0.79 de_lowest_kcal_mol=71.9 smiles="NSC=S"
N 1.73622 0.78429 0.11071
S 0.36988 -0.47877 0.37078
C -1.66786 -0.55141 0.14998
S -2.66013 0.67402 -0.27844
H 1.62597 1.10003 -0.83590
H 2.34087 0.04337 0.16077
H -1.74494 -1.57153 0.32210


6
Properties=species:S:1:pos:R:3 method="wB97M-V/def2-TZVPD" spin_multiplicity=1 gap_ev=10.24 e_tot_ev=-5167.239 homo_energy_ev=-18.310 charge=+1 e_lumo_ev=-8.07 de_lowest_kcal_mol=101.1
C -0.34814 0.56745 0.71788
O 0.78812 -0.93230 -0.88037
O -0.27338 -0.24843 -0.41169
H -1.30743 0.96141 0.88915
H 0.46277 0.60775 1.52279
H 0.67806 -0.95589 -1.83776